# C40H112N14O19

A 13-piece molecular cluster, C40H112N14O19 overall (ωB97M-V/def2-TZVPD, the OMol25 dataset).

The geometry in XYZ format:
```
185
Properties=species:S:1:pos:R:3:forces:R:3:lowdin_charge:R:1
C 3.00992 -14.67891 -1.11916 0.960 -0.464 -0.462 -0.152
H 5.63644 -0.99521 -2.02212 0.069 -0.038 0.043 0.122
H 0.01027 11.29796 -2.80369 -0.378 0.407 -0.599 0.088
C 1.25149 -2.66070 -3.62878 -0.732 -0.630 1.024 -0.188
H 1.92981 -1.44621 3.39944 0.029 -0.210 0.135 -0.039
O -1.63989 -7.80505 1.10133 0.021 0.095 -0.027 -0.056
O 0.25626 -3.43085 0.82324 -0.410 0.106 -0.508 -0.234
H 0.55503 -11.04769 -1.76672 0.290 0.434 -0.167 0.116
C 4.62864 -0.58161 -1.95874 -1.023 1.354 0.528 -0.186
O -1.12140 4.27662 -2.98835 1.546 -2.232 -0.132 -0.219
C -2.76568 3.09296 2.76425 0.756 -0.581 0.833 -0.136
H 1.11561 -1.14620 1.33729 -0.225 -0.330 -0.148 0.102
H 0.11654 -4.07978 5.89648 0.017 -0.123 -0.057 0.052
H -1.44149 -0.68195 -3.15957 -0.130 -0.018 -0.337 0.084
C 0.60659 1.31647 -0.96546 0.803 0.167 -0.692 -0.085
H -4.63131 0.30413 -0.74818 0.017 -0.262 0.053 0.090
H -1.06299 9.11831 -3.54686 0.172 0.381 -0.094 0.133
H 2.27458 1.44690 1.48328 0.600 -0.343 -0.158 0.069
O -1.96248 10.65577 -2.39562 0.219 0.141 -0.362 -0.196
C 0.04795 0.99656 1.23905 -1.165 -0.325 -0.216 -0.208
N 0.77015 -1.08849 2.28658 -0.407 1.354 0.841 -0.043
N -4.69387 0.65006 4.22238 0.536 -0.688 -0.934 0.162
H -5.64916 0.35189 4.32513 -0.418 1.820 0.664 0.094
O 3.22958 1.13240 -3.02099 -0.089 -0.428 0.953 -0.218
H -0.71783 -1.96216 3.56612 0.449 0.553 0.218 0.121
C 1.79973 -12.71030 -1.62288 0.222 -0.115 1.497 -0.188
H 3.15432 -2.92698 1.23969 -0.228 -0.280 -0.040 0.116
H 5.08170 1.51364 -2.30825 0.550 -0.118 -0.214 0.129
O 2.48486 -1.82680 4.11528 0.596 -0.336 0.184 -0.104
H -0.87819 0.59888 0.81007 -0.197 -0.324 0.158 0.108
H 1.05509 3.99506 -1.40738 0.058 0.372 -0.320 0.050
C -1.73498 9.30320 -2.70555 0.201 -1.234 0.718 -0.253
H -0.32359 0.86220 -1.31459 -0.311 0.174 0.296 0.082
O 0.66369 -3.66397 -4.44868 -0.607 0.084 -1.513 -0.199
H -1.72323 -8.76053 1.05099 -0.027 -0.094 -0.043 0.027
O -5.08940 9.56073 0.44445 0.984 0.601 0.838 -0.209
H -2.88327 2.56691 3.71220 -0.062 0.028 0.010 0.071
H -3.11400 6.06215 -1.74899 -0.706 0.380 -0.134 0.098
H -3.45982 9.33057 -3.75407 -0.615 -0.358 -0.126 0.126
C 2.26667 -8.63900 1.04581 -0.804 -0.327 -0.303 -0.207
H 0.35771 -9.65815 0.53821 0.028 0.055 0.568 0.082
H -5.57358 11.31581 -0.47007 0.177 0.289 -0.404 0.088
H -3.66737 8.78816 -2.08498 -0.167 -0.425 -0.017 0.084
O 2.60975 -9.33107 2.22593 0.493 -0.328 0.338 -0.174
H -1.60662 -7.61528 2.04223 0.003 0.035 0.093 0.031
H 2.48219 -11.15662 0.42119 0.084 0.332 0.313 0.105
H 0.77376 -9.17745 3.11580 -0.095 0.093 0.288 0.083
H 1.23769 -3.13151 -2.64009 0.245 0.500 0.516 0.093
O 0.59199 -3.25721 5.75643 -0.244 -0.015 0.134 -0.037
H -2.37139 -1.31756 -0.02749 0.146 -0.447 0.160 0.098
H 5.07557 -5.09182 -1.06125 0.132 0.218 -0.245 0.084
H 0.87072 -0.57990 -2.94714 0.891 -0.199 -0.178 0.083
H -1.58050 6.56330 -2.09426 0.443 0.240 -0.720 0.116
H -3.12862 4.29510 -2.99413 -0.169 -0.252 -0.479 0.123
O -2.86081 -0.29648 -1.72333 0.870 -0.887 -0.540 -0.229
C 3.73940 2.80635 1.72542 0.919 1.122 -0.517 -0.701
H 1.65608 -4.80353 0.23697 -0.009 -0.475 -0.144 0.080
H 0.28021 -4.54019 -0.89172 0.210 0.081 -0.015 0.064
H 0.53817 2.39893 -0.84173 -0.374 -0.081 -0.344 0.079
O 2.65796 0.71995 5.45945 -0.532 -0.069 -0.385 0.025
H 0.38970 -0.93558 -4.60815 -0.298 0.027 -0.029 0.120
H 3.22690 -8.51494 0.54733 -0.163 0.405 -0.129 0.130
H -0.19253 2.39166 -3.70659 0.646 0.882 0.778 0.077
H 0.86092 -5.71042 -5.03632 -0.493 0.573 -0.272 0.083
H -2.72043 2.32660 1.98741 -0.197 0.121 -0.234 0.071
H 1.74224 -7.69517 1.22241 0.372 0.306 0.455 0.112
C 2.26354 5.46574 -2.23562 0.348 -1.112 0.901 -0.708
H -0.77998 -2.84470 -1.38832 0.340 0.013 -0.140 0.090
H 0.53662 4.79456 -3.15872 0.319 0.566 0.206 0.043
H -2.32877 5.12883 -4.39062 -0.129 -0.273 -0.172 0.126
N 1.84246 4.60619 -1.28836 0.447 -0.761 2.523 0.164
H 1.38990 6.03980 -3.95447 0.099 -0.162 -0.020 0.108
H -6.90719 6.95438 0.07424 0.167 -0.695 0.174 0.123
H -0.20417 2.04846 1.40986 0.521 0.336 -0.043 0.125
H -3.11839 1.08157 -0.16703 0.096 -0.539 0.456 0.066
H 1.90684 -10.33225 3.88364 0.335 0.374 -0.003 0.091
O -3.11881 -0.08729 2.72942 -0.128 0.043 -0.584 0.023
H 2.20927 -5.00294 -4.18447 0.173 -0.078 0.022 0.083
N 4.32286 -0.24791 -0.57023 0.476 -1.017 -0.405 -0.054
N 1.52860 2.62701 5.25460 -0.860 2.654 -1.235 0.167
H -1.20062 -1.69469 1.90547 -0.183 -0.070 -0.008 0.096
H -5.21133 5.96089 2.41764 0.539 0.046 0.477 0.119
H 1.01738 -3.58897 2.73848 -0.019 -0.287 0.214 0.114
C -3.06737 8.65757 -2.98881 -0.154 0.286 -1.014 -0.195
H -3.12623 4.37025 0.70583 -0.858 -0.311 -0.473 0.122
C -6.05864 7.45836 0.54361 0.178 -0.748 -0.590 -0.212
C 1.34251 -9.41484 0.12974 1.033 -1.071 -0.531 -0.225
N 2.04244 -10.63859 -0.32922 -1.428 0.098 -0.242 -0.037
H -3.91467 10.68853 -0.92174 -0.197 -0.060 -0.160 0.062
H 4.01261 -0.77450 1.28760 -0.149 -0.540 0.426 0.093
H 3.53538 2.06106 -4.77521 0.145 0.268 -0.225 0.089
H 2.28859 -15.25717 -1.70106 0.072 -0.127 -0.110 0.087
H 3.93087 -1.30459 -2.39054 -0.020 -0.197 -0.092 0.101
H 5.23055 3.92929 2.59276 -0.116 -0.100 -0.484 0.109
H 2.61056 -12.35664 -2.26097 -0.211 0.273 -0.260 0.123
H 3.44885 -15.31017 -0.34532 -0.523 0.126 0.408 0.086
H 3.79524 3.15294 -3.40763 0.261 -0.248 0.460 0.094
O 3.28388 6.13743 -2.14473 -0.739 0.175 -0.559 0.021
C -0.79030 11.37815 -2.06496 0.340 -0.684 0.700 -0.101
H 0.21477 -11.84167 -0.33598 0.309 -0.446 0.629 0.116
H 2.49868 -2.11952 -0.27065 -0.390 -0.416 0.224 0.114
H 4.98924 0.38419 -3.77390 0.323 0.583 -0.211 0.121
C -2.33913 -1.50617 -1.10203 -0.145 1.419 -0.060 -0.135
H -2.76024 5.59156 1.77624 -0.204 0.453 0.463 0.129
H 0.73710 -5.36010 -3.29604 -0.063 -0.226 0.078 0.074
O 3.41948 3.65606 0.92259 -1.163 0.753 -0.685 0.035
C -4.92173 5.55953 1.43815 0.436 0.777 0.346 -0.227
H 2.06056 2.90152 4.44500 0.133 0.181 0.310 0.104
H -1.87372 2.37912 -3.52150 -0.377 0.264 0.082 0.084
H -0.71179 -4.10233 2.55331 -0.030 -0.185 -0.004 0.118
N 3.19353 1.60855 1.87549 -0.230 -0.839 0.379 0.194
H -6.92685 9.14541 -0.40109 -0.098 0.106 -0.110 0.126
H 5.30120 2.24785 2.90023 -0.034 0.192 0.213 0.104
C -2.28932 4.91866 -3.31760 -1.571 1.287 -0.177 -0.249
H -1.35808 8.75293 -1.83713 0.674 0.349 0.184 0.118
H 0.95282 3.28272 5.75519 0.026 0.110 -0.446 0.106
H -0.29015 10.95153 -1.18939 -0.303 -0.116 0.377 0.085
H -0.03154 -5.45612 0.57077 0.281 -0.330 0.033 0.075
H -1.08296 12.39274 -1.80463 0.093 0.037 -0.392 0.089
C 0.36738 0.29549 2.54881 -0.013 0.754 -1.177 -0.157
N -2.97698 7.28179 -3.55603 0.129 0.717 0.905 -0.033
H -5.64656 -1.47203 3.97550 0.132 -0.883 -0.208 0.100
H -3.00737 -2.31524 -1.39664 0.046 -0.137 0.143 0.124
H -0.58036 0.35913 3.08479 0.176 -0.241 0.389 0.114
C 1.67955 1.40962 5.72037 2.292 -1.722 0.862 -0.749
H -0.04228 1.52976 6.94398 0.149 0.182 -0.402 0.096
H 1.04701 -13.23975 -2.21115 0.196 -0.564 0.022 0.116
C -0.90706 -1.78738 -1.61953 -1.485 -0.450 -0.225 -0.193
C -3.57380 4.88878 1.55973 -0.293 -0.144 0.417 -0.222
H -3.90911 6.99023 -3.82093 -0.099 0.203 -0.206 0.108
H 3.63132 0.46072 -0.37854 -0.210 -0.149 -0.477 0.080
H -1.13463 3.30286 -4.83519 -0.118 0.137 -0.049 0.096
H 1.86264 -2.27565 4.69594 0.116 -0.038 -0.065 -0.031
N -4.80660 -1.43033 3.42821 0.202 -0.472 -1.018 0.157
H 0.88153 0.10780 7.02788 0.210 0.161 -0.093 0.100
H 3.89377 -14.43097 -1.71711 -0.146 0.036 -0.555 0.086
H -5.77262 4.88816 1.30801 0.343 -0.328 -1.015 0.128
C 1.56236 -9.91514 2.93838 -0.823 0.004 0.038 -0.126
C 4.30827 -1.34063 0.40097 0.272 1.755 0.604 -0.198
H 4.58655 -4.94434 0.56385 0.765 0.131 0.638 0.086
C -1.05470 3.05610 -3.77516 -0.659 -0.235 -0.273 -0.062
H 2.30645 -2.52436 -3.87584 0.010 0.371 -0.244 0.114
H -4.03955 7.23165 0.72445 -0.007 0.109 0.153 0.108
C 0.40833 -1.33129 -3.59202 0.771 -1.288 -0.260 -0.171
C -3.62388 0.62296 -1.02306 0.211 1.097 -0.010 -0.125
C 1.07637 -11.54371 -0.94236 0.774 -0.082 -1.360 -0.232
H 1.37393 1.05938 -1.69637 0.077 0.339 -0.029 0.076
H 2.40604 4.40197 -0.47089 0.153 0.107 -0.146 0.053
H -4.28276 1.55714 4.06179 -1.202 0.415 0.310 0.069
H -1.77792 3.55514 2.85901 0.084 0.298 -0.234 0.094
H 0.62103 -2.84353 6.62296 0.072 0.049 0.083 0.050
N 1.40702 5.30548 -3.26119 -0.183 1.537 -2.856 0.149
H 3.61682 1.08324 2.62454 -0.899 -0.540 0.088 0.109
O -3.79490 4.01669 2.63296 0.466 -0.629 0.283 -0.176
H -0.12627 -1.24458 -1.08064 0.013 0.217 0.095 0.098
H 5.35897 -1.56789 0.59764 -0.035 -0.755 -0.045 0.115
H -4.33080 -2.16799 2.93429 -0.736 -0.399 0.202 0.115
C -4.66743 10.80371 -0.14138 -0.895 -0.727 0.579 -0.063
O 3.89020 -3.53057 -0.66167 -0.736 0.864 -0.508 -0.226
H -3.69144 1.47593 -1.70253 -0.457 -0.037 -0.143 0.078
H -6.37167 7.71500 1.55953 0.119 0.039 0.216 0.124
C 4.57255 0.68949 -2.81046 -0.456 -0.677 0.082 -0.198
H -4.23983 11.37482 0.68118 0.056 -0.003 -0.044 0.088
C -5.94042 8.69371 -0.25959 0.817 1.345 -0.502 -0.256
C 4.96142 -4.34655 -0.27209 -0.986 -0.735 0.035 -0.115
C -2.48891 6.26933 -2.62497 0.631 -0.479 1.223 -0.201
H 2.19174 2.71808 -3.87973 -0.189 -0.385 0.348 0.060
C -4.16700 -0.25017 3.33069 1.457 -0.002 1.516 -0.678
O 2.44197 -13.52927 -0.60328 -1.361 0.944 0.017 -0.197
H 1.09708 -8.81055 -0.74581 0.267 0.128 -0.094 0.123
C -0.34901 -1.95470 2.53975 -0.261 -1.967 -0.723 -0.194
C 3.36691 -2.53194 0.24434 1.619 0.286 -0.980 -0.178
N 4.77190 3.03509 2.56027 1.471 -0.124 1.467 0.158
H 1.07331 -10.75363 2.43337 0.132 -0.066 -0.379 0.080
H 5.92143 -3.84690 -0.13858 -0.110 0.131 0.404 0.083
N 0.76944 1.02522 6.63061 -1.338 -1.116 1.385 0.158
C 1.11805 -4.99836 -4.25464 0.757 0.967 1.037 -0.100
N -0.92419 -1.54734 -3.06569 -0.109 -0.079 0.376 -0.040
H -5.46184 8.51846 -1.22762 -0.472 -0.390 -0.231 0.107
C 0.57920 -4.65512 0.14926 -0.360 0.767 1.088 -0.058
O 1.04903 0.79747 0.25625 -0.266 -0.251 0.849 -0.218
N -4.82592 6.63715 0.49748 -1.707 0.621 -0.781 -0.048
C 3.19673 2.31124 -3.76437 -0.023 0.355 -1.296 -0.126
H 1.11795 0.89788 3.06055 0.101 -0.459 0.375 0.084
C 0.06579 -3.40296 2.23593 0.226 0.664 -0.851 -0.184
```
Positions in Å, forces in eV/Å.

The orbital gap comes out at 0.2810 Eh. Its energy above the lowest of the compared OMol25 structures with the same formula, charge and spin is 106.2 kcal/mol.